{"formula": "C12H18ClN2O2Re", "method": "ωB97M-V with the def2-TZVPD basis set", "charge": 3, "multiplicity": 2, "de_lowest_ev": 0.429, "e_homo_ev": [-18.6, -18.8], "s2": 1.03, "elements": ["Re", "C", "C", "O", "C", "C", "C", "C", "C", "C", "O", "H", "H", "H", "H", "H", "H", "H", "Cl", "N", "C", "C", "N", "C", "C", "H", "H", "H", "H", "H", "H", "H", "H", "H", "H", "H"], "positions_angstrom": [[-0.408566, 0.181607, 0.000236], [3.909355, 0.318439, 0.000582], [2.556920, 0.920483, 0.000254], [1.553415, 0.089831, 0.000330], [2.325363, 2.311941, -0.000036], [3.390392, 3.231756, -0.000116], [3.140072, 4.582704, -0.000268], [1.818584, 5.059808, -0.000359], [0.746651, 4.187101, -0.000371], [0.997358, 2.831309, -0.000210], [-0.050695, 1.992338, -0.000093], [3.852335, -0.765541, 0.000806], [4.469108, 0.648299, 0.879564], [4.469397, 0.647942, -0.878365], [4.413830, 2.883117, -0.000013], [3.967626, 5.279482, -0.000280], [1.634127, 6.126618, -0.000457], [-0.279603, 4.532293, -0.000441], [-2.548706, 0.171087, 0.001152], [0.401494, -4.865226, -0.000259], [-0.104161, -4.186494, -1.247795], [0.221618, -2.698784, -1.218302], [-0.360660, -2.035098, 0.000079], [0.221979, -2.698979, 1.218185], [-0.103794, -4.186696, 1.247541], [1.426154, -4.887991, -0.000411], [0.106506, -5.847870, -0.000296], [-1.179226, -4.364889, -1.292930], [0.354639, -4.659335, -2.114579], [-0.169392, -2.235888, -2.122774], [1.299354, -2.530513, -1.195888], [-1.361761, -2.253241, 0.000206], [-0.168760, -2.236236, 2.122851], [1.299708, -2.530706, 1.195479], [-1.178845, -4.365105, 1.292975], [0.355286, -4.659667, 2.114100]], "forces_ev_per_angstrom": [[0.767, 1.557, 0.001], [0.039, -0.023, 0.000], [0.156, 0.159, 0.001], [-0.442, -0.356, 0.000], [-0.300, -0.343, 0.000], [0.143, 0.183, 0.000], [-0.057, 0.106, 0.000], [0.297, 0.033, 0.000], [-0.342, -0.054, 0.000], [0.273, 0.251, 0.001], [-0.108, -1.403, -0.001], [-0.019, -0.003, 0.000], [-0.006, 0.006, -0.006], [-0.006, 0.006, 0.007], [-0.016, -0.033, 0.000], [-0.041, 0.024, 0.000], [0.005, 0.002, 0.000], [0.050, 0.063, 0.000], [-0.387, -0.198, 0.000], [-0.002, 0.028, 0.000], [0.000, 0.060, 0.029], [0.024, -0.010, 0.070], [0.003, -0.118, 0.000], [0.024, -0.010, -0.070], [0.000, 0.060, -0.029], [0.002, -0.006, 0.000], [-0.015, -0.005, 0.000], [-0.007, -0.013, 0.008], [0.024, -0.020, 0.005], [-0.057, 0.003, 0.002], [-0.005, 0.048, -0.015], [0.045, -0.015, 0.000], [-0.057, 0.003, -0.002], [-0.005, 0.048, 0.015], [-0.007, -0.013, -0.009], [0.024, -0.020, -0.005]]}